(1)
75
Properties=species:S:1:pos:R:3:forces:R:3 method="wB97M-V/def2-TZVPD" orbital_gap_ha=0.259 e_tot_ev=-127771.2736 charge=0 homo_ev=-6.9086
Sr -0.023 -0.809 -1.270 -0.89 -0.65 0.22
C -0.736 1.252 -4.259 -0.03 -0.04 0.12
C -0.616 -0.047 -5.033 0.02 0.00 0.05
O -1.019 -1.120 -4.206 0.10 0.02 0.00
C -0.631 -2.377 -4.740 -0.09 0.03 -0.06
C -0.526 -3.398 -3.635 0.00 -0.05 0.08
O 0.476 -3.062 -2.667 -0.03 -0.14 -0.08
C 1.803 -3.223 -3.154 0.06 0.00 -0.04
C 2.563 -1.916 -3.015 -0.03 0.13 0.06
O 1.636 -0.876 -3.353 0.58 0.06 0.01
C 2.183 0.437 -3.431 -0.39 0.02 0.39
C 1.214 1.389 -2.723 0.33 0.69 -0.30
O -0.180 1.183 -2.952 0.34 -0.15 0.19
H -1.789 1.474 -4.087 0.02 0.05 -0.04
H -0.287 2.073 -4.828 -0.01 0.00 -0.01
H 0.412 -0.209 -5.371 0.00 -0.01 0.01
H -1.255 0.022 -5.923 0.01 0.01 -0.01
H 0.326 -2.263 -5.262 0.02 -0.02 0.01
H -1.370 -2.726 -5.472 0.00 0.02 0.01
H -0.307 -4.381 -4.064 0.02 0.02 -0.03
H -1.462 -3.461 -3.084 0.02 0.00 0.03
H 1.778 -3.532 -4.201 -0.01 -0.01 -0.01
H 2.304 -4.005 -2.579 0.01 0.01 0.00
H 3.425 -1.905 -3.688 0.00 0.00 -0.02
H 2.915 -1.771 -1.988 0.02 0.01 -0.04
H 2.343 0.724 -4.475 -0.09 -0.10 -0.05
H 3.143 0.508 -2.912 -0.02 -0.04 0.05
H 1.534 2.410 -2.966 -0.28 0.07 -0.14
H 1.311 1.336 -1.631 0.24 -0.15 -0.11
S 2.530 -0.657 0.273 -0.19 0.09 -0.16
C 2.208 -0.313 1.981 0.12 -0.08 -0.10
C 3.027 -0.946 2.928 -0.04 0.05 0.13
C 2.930 -0.650 4.276 0.04 -0.07 -0.07
C 2.023 0.303 4.723 -0.03 0.04 0.04
C 1.195 0.923 3.805 0.02 0.02 0.03
C 1.256 0.604 2.450 0.10 -0.26 -0.02
As 0.080 1.471 1.186 -0.18 0.17 -0.05
C 0.851 3.255 1.427 0.06 0.01 -0.13
C 0.220 4.352 1.997 0.03 0.01 0.04
C 0.890 5.566 2.110 -0.02 -0.01 0.00
C 2.192 5.693 1.653 0.03 0.02 0.00
C 2.833 4.597 1.088 0.00 -0.01 0.00
C 2.166 3.387 0.974 -0.02 0.02 -0.01
C -1.590 1.621 2.186 0.12 -0.16 -0.10
C -1.915 0.736 3.209 -0.11 0.07 0.01
C -3.172 0.776 3.798 0.04 -0.02 0.00
C -4.119 1.693 3.365 -0.02 0.00 0.01
C -3.811 2.560 2.328 0.02 0.01 -0.02
C -2.556 2.515 1.734 -0.08 0.03 0.02
H 3.755 -1.666 2.579 0.00 0.00 -0.01
H 3.578 -1.155 4.983 0.01 0.00 -0.01
H 1.964 0.560 5.773 -0.01 0.00 0.00
H 0.489 1.674 4.144 0.01 -0.01 -0.01
H -0.789 4.267 2.380 -0.01 -0.01 -0.01
H 0.392 6.413 2.564 -0.01 -0.01 0.00
H 2.711 6.639 1.744 0.00 0.00 0.00
H 3.856 4.685 0.745 0.00 -0.01 0.00
H 2.679 2.525 0.556 -0.01 0.01 0.00
H -1.190 0.008 3.546 -0.01 0.03 -0.01
H -3.412 0.082 4.594 -0.01 0.00 0.00
H -5.098 1.722 3.826 0.00 0.00 0.00
H -4.550 3.266 1.971 0.00 0.00 0.00
H -2.342 3.180 0.904 0.03 -0.01 0.00
O -1.079 -1.340 0.805 0.38 0.15 0.11
N -1.720 -2.412 1.199 -0.21 -0.15 0.09
C -1.511 -2.842 2.464 0.05 0.10 -0.07
C -2.165 -3.931 2.965 -0.03 -0.05 0.02
C -3.069 -4.602 2.136 -0.01 0.00 -0.02
C -3.261 -4.162 0.851 -0.01 -0.03 0.05
C -2.573 -3.048 0.338 0.04 0.22 -0.09
S -2.748 -2.451 -1.254 0.01 0.07 0.02
H -0.784 -2.248 2.999 0.00 -0.05 0.03
H -1.973 -4.251 3.979 0.01 0.01 0.00
H -3.610 -5.465 2.502 0.00 0.00 0.00
H -3.950 -4.659 0.184 0.00 0.00 -0.01



(2)
79
Properties=species:S:1:pos:R:3:forces:R:3 method="wB97M-V/def2-TZVPD" orbital_gap_ha=0.276 e_tot_ev=-255176.7098 charge=+1 homo_ev=-10.5902
In -0.402 0.318 -0.761 0.98 0.26 -0.14
C -0.725 3.421 1.163 1.54 1.12 -0.06
C 0.562 3.337 0.340 -1.28 0.95 0.37
C 1.341 4.476 0.112 -1.87 0.26 1.06
C 2.549 4.417 -0.456 1.45 0.77 -1.08
C 3.069 3.170 -0.812 -1.80 -0.57 -0.01
C 2.194 2.077 -0.702 -0.21 1.27 0.24
N 0.929 2.198 -0.182 1.56 -1.66 -0.19
C 2.629 0.739 -1.104 0.68 -1.45 -0.06
C 3.571 0.545 -2.101 0.85 2.33 -0.39
C 4.034 -0.699 -2.365 0.05 -1.33 -0.84
C 3.605 -1.798 -1.614 0.37 1.76 -0.38
C 2.668 -1.571 -0.656 -1.58 1.02 0.77
N 2.151 -0.332 -0.463 -0.64 0.38 0.39
C 2.075 -2.646 0.180 0.96 -2.04 0.32
C 1.943 -3.940 -0.399 0.76 1.87 -0.43
C 1.414 -4.910 0.400 -0.92 -1.56 0.15
C 1.128 -4.694 1.723 -0.08 0.84 2.21
C 1.452 -3.426 2.278 0.00 -0.57 0.95
C 1.345 -3.056 3.806 0.02 1.01 -1.49
N 1.908 -2.447 1.506 -0.24 0.56 -1.05
H -0.543 4.073 2.021 0.20 0.11 -0.04
H -0.954 2.475 1.555 -0.49 -1.24 0.30
H -1.573 3.841 0.659 -0.33 0.03 -0.56
H 0.888 5.412 0.385 0.09 0.33 0.19
H 3.025 5.388 -0.691 0.17 -0.94 0.22
H 4.009 3.075 -1.291 0.74 -0.15 -0.07
H 3.995 1.431 -2.639 -0.65 -1.05 0.32
H 4.642 -0.859 -3.253 0.30 0.02 0.40
H 4.056 -2.726 -1.740 0.52 -1.53 -0.30
H 2.343 -4.135 -1.415 -0.83 0.13 0.72
H 1.131 -5.891 0.037 0.41 -0.04 -0.38
H 0.724 -5.488 2.405 0.38 0.80 -0.96
H 2.342 -2.925 4.260 -0.22 0.09 -0.50
H 0.875 -3.817 4.420 -0.49 0.02 -0.18
H 0.830 -2.033 3.830 0.53 -1.54 0.32
O -4.679 0.514 -3.424 0.56 -0.30 -0.21
C -3.289 0.364 -3.695 0.79 0.23 -0.21
C -2.514 1.666 -3.523 -0.32 1.15 -0.42
C -3.145 2.739 -4.506 0.47 -0.81 -0.59
O -4.461 3.097 -4.134 0.64 -0.45 -0.35
C -2.673 2.336 -2.163 0.10 -0.37 0.12
Se -2.653 1.238 -0.539 -0.91 0.07 0.26
C -1.043 1.623 -3.990 -1.35 -0.45 0.14
Se 0.228 0.374 -3.257 0.36 -0.86 0.52
H -4.769 0.235 -2.519 -0.47 -0.03 0.73
H -3.174 0.076 -4.718 -0.17 -0.18 -0.89
H -2.829 -0.455 -3.148 -0.14 -0.05 0.51
H -3.070 2.293 -5.538 -0.40 0.32 0.68
H -2.473 3.609 -4.541 -0.49 0.10 0.24
H -4.836 2.224 -3.891 -0.42 0.57 -0.10
H -3.632 2.813 -2.061 -0.43 0.02 -0.22
H -1.973 3.153 -2.148 0.58 0.32 0.45
H -0.648 2.599 -3.850 0.43 0.88 0.20
H -1.032 1.446 -5.055 0.07 -0.25 -0.37
O 1.844 1.615 6.150 0.35 -0.13 -0.72
C 1.330 1.131 4.973 1.43 -0.17 1.57
C 2.129 0.752 3.905 0.91 0.71 -1.77
C 1.489 0.456 2.693 -0.24 0.18 1.62
N 0.149 0.407 2.606 0.11 0.16 -0.32
C -0.567 0.677 3.695 0.11 -1.00 -0.03
Br -2.464 0.436 3.488 0.45 0.27 0.11
C -0.037 0.952 4.950 -0.09 0.87 -1.62
H 2.813 1.757 6.096 -0.81 -0.22 -0.11
H 3.242 0.901 3.835 -1.26 -0.28 0.60
H 2.082 0.243 1.817 -0.24 -0.09 -0.15
H -0.603 1.353 5.749 -0.67 -0.16 0.73
N -2.624 -3.600 2.669 0.18 -0.46 -0.78
C -2.138 -3.170 1.459 -1.26 -0.60 -0.04
C -1.302 -2.079 1.223 0.60 0.77 -1.07
N -1.039 -1.728 -0.056 0.00 -0.62 1.20
C -1.557 -2.442 -1.055 1.15 1.95 -0.28
C -2.408 -3.458 -0.797 0.09 -1.21 -1.25
N -2.670 -3.837 0.415 -0.36 -0.36 1.37
H -2.289 -3.279 3.548 0.32 0.26 0.32
H -3.099 -4.504 2.636 0.25 0.65 0.07
H -0.812 -1.424 1.932 -0.27 -0.35 0.35
H -1.247 -2.075 -2.018 -0.30 -0.33 -0.55
H -2.784 -4.030 -1.647 -0.26 0.01 0.40



(3)
79
Properties=species:S:1:pos:R:3:forces:R:3 method="wB97M-V/def2-TZVPD" orbital_gap_ha=0.286 e_tot_ev=-117130.1603 charge=+1 homo_ev=-11.6419
Ga 0.780 1.689 0.235 0.06 0.13 0.27
C -3.069 1.574 2.199 -0.03 0.01 -0.04
C -3.168 0.933 0.842 -0.02 0.14 0.05
C -4.261 0.134 0.531 -0.02 -0.04 -0.02
C -4.379 -0.460 -0.716 -0.02 0.04 0.02
C -3.390 -0.274 -1.669 0.03 -0.03 -0.02
C -2.286 0.528 -1.395 0.15 -0.15 0.01
C -1.237 0.762 -2.452 -0.10 0.10 0.04
C -2.189 1.125 -0.136 0.11 0.17 -0.22
N -1.106 2.040 0.101 -0.28 -0.04 0.06
C -1.533 3.361 0.198 -0.09 -0.10 0.02
O -2.674 3.750 0.113 0.06 -0.03 -0.09
C -0.410 4.322 0.431 -0.01 -0.09 0.02
C -0.475 5.696 0.530 0.04 0.05 0.02
C 0.725 6.383 0.711 0.01 -0.06 -0.01
C 1.940 5.700 0.757 -0.05 0.04 0.01
C 1.898 4.325 0.639 0.02 -0.06 -0.01
N 0.749 3.697 0.506 0.00 0.10 0.05
C 3.051 3.373 0.570 0.12 -0.08 -0.16
O 4.185 3.764 0.711 -0.03 -0.05 0.02
N 2.669 2.064 0.298 0.08 -0.01 0.10
C 3.818 1.193 0.209 -0.11 0.09 -0.07
C 4.359 0.656 1.373 -0.09 -0.12 0.08
C 3.740 0.928 2.717 0.06 0.04 -0.05
C 5.500 -0.131 1.262 -0.01 -0.03 0.00
C 6.086 -0.366 0.029 -0.01 0.00 0.01
C 5.531 0.181 -1.117 -0.02 -0.06 -0.01
C 4.392 0.972 -1.044 0.03 0.08 -0.06
C 3.792 1.569 -2.290 0.05 0.03 0.05
H -3.733 1.083 2.908 0.01 -0.02 0.00
H -3.352 2.625 2.147 -0.02 -0.01 0.00
H -2.052 1.534 2.598 -0.01 0.02 0.00
H -5.034 -0.014 1.275 0.00 0.01 0.00
H -5.253 -1.055 -0.951 -0.01 0.04 -0.01
H -3.491 -0.721 -2.652 0.01 -0.02 0.01
H -1.395 0.107 -3.307 0.00 0.00 0.00
H -0.225 0.574 -2.077 0.00 -0.06 -0.06
H -1.260 1.793 -2.809 0.00 0.00 0.01
H -1.431 6.194 0.458 0.01 0.03 0.02
H 0.715 7.461 0.801 0.00 0.00 -0.01
H 2.892 6.199 0.867 -0.02 0.03 0.01
H 2.658 0.773 2.705 -0.01 -0.02 0.01
H 3.921 1.960 3.025 -0.02 0.00 -0.01
H 4.165 0.275 3.476 0.00 0.00 0.00
H 5.937 -0.557 2.157 0.00 0.00 0.00
H 6.977 -0.975 -0.040 -0.01 0.00 0.00
H 5.986 -0.008 -2.082 -0.01 0.00 0.00
H 4.222 1.113 -3.180 0.02 0.01 0.00
H 3.974 2.645 -2.339 -0.02 0.00 0.02
H 2.708 1.427 -2.335 -0.01 -0.01 -0.03
C -5.220 -4.860 0.441 0.04 0.01 -0.01
C -4.070 -3.929 0.064 -0.08 -0.13 0.03
S -2.893 -4.826 -0.919 0.01 -0.20 0.00
O -2.335 -5.875 -0.103 -0.01 0.04 -0.09
O -3.491 -5.112 -2.192 0.03 0.04 0.05
C -1.578 -3.644 -1.207 0.07 0.04 0.07
C -0.532 -3.709 -0.095 0.03 0.00 -0.02
N 0.292 -2.483 -0.086 -0.19 0.04 -0.12
C -0.074 -1.341 0.516 0.14 -0.01 0.29
N 0.797 -0.353 0.223 0.24 -0.26 -0.09
C 1.773 -0.924 -0.573 -0.21 0.23 -0.30
C 1.446 -2.209 -0.791 0.06 -0.19 0.14
N 2.227 -3.164 -1.541 -0.07 0.01 -0.03
O 1.825 -4.308 -1.595 -0.02 -0.04 -0.06
O 3.229 -2.731 -2.056 0.07 0.06 -0.03
C -1.165 -1.303 1.519 -0.01 0.09 -0.02
H -5.933 -4.328 1.068 0.00 0.01 -0.01
H -4.852 -5.725 0.990 0.00 0.01 0.02
H -5.735 -5.212 -0.451 0.00 0.01 0.00
H -3.537 -3.568 0.947 -0.02 0.05 0.00
H -4.400 -3.089 -0.544 0.02 -0.01 0.06
H -2.035 -2.654 -1.284 0.01 -0.01 -0.04
H -1.163 -3.927 -2.175 0.05 0.05 0.00
H 0.123 -4.558 -0.237 -0.02 0.00 0.06
H -0.995 -3.810 0.882 -0.01 0.08 0.05
H 2.630 -0.399 -0.951 -0.01 0.01 0.02
H -1.060 -2.149 2.198 0.04 0.01 0.03
H -2.155 -1.338 1.064 0.06 -0.05 -0.03
H -1.086 -0.391 2.103 -0.05 0.04 -0.01